(1)
Molecular formula: C5H13NO
Method: DFT, ωB97M-V/def2-TZVPD

The geometry in XYZ format:
```
20
Properties=species:S:1:pos:R:3:mulliken_charge:R:1
C -2.2718 -0.1071 -1.6571 -0.75
C -1.9166 -0.3188 -0.3571 0.29
C -2.5192 -1.4989 0.3515 -1.18
C -1.0969 0.7112 0.3620 -0.51
C 0.3313 0.1768 0.6971 -0.60
N 0.8729 -0.7759 -0.2988 -0.66
H -2.3389 -1.0043 -2.2682 0.26
H -2.4725 0.8729 -2.0590 0.29
H -3.1626 -1.1072 1.1459 0.31
H -3.0864 -2.1640 -0.3019 0.37
H -1.8493 -2.1466 0.9285 0.30
H -1.0194 1.5571 -0.3405 0.33
H -1.5945 1.0900 1.2667 0.33
H 0.2674 -0.3435 1.6465 0.29
H 1.0705 0.9584 0.8763 0.37
H 1.2055 -0.2611 -1.1129 0.25
H 0.1354 -1.2819 -0.7659 0.30
O 6.3709 1.6501 0.9104 -0.64
H 7.1366 2.2219 0.9098 0.32
H 5.9375 1.7708 0.0664 0.32
```

Results
largest force on an atom = 0.03428 hartree/bohr


(2)
Molecular formula: C5H13NO
Method: DFT, ωB97M-V/def2-TZVPD

The geometry in XYZ format:
```
20
Properties=species:S:1:pos:R:3:mulliken_charge:R:1
C 0.9873 0.9337 -1.0779 -0.33
C 1.8475 0.6653 0.1451 0.48
N 1.3664 -0.2283 1.0485 -0.27
O 2.9784 1.0988 0.2441 -0.64
H 0.1045 0.3078 -1.0944 -0.28
H 1.5790 0.7471 -1.9744 0.30
H 0.8456 2.0150 -1.1139 0.29
H 1.9330 -0.3421 1.8766 0.21
H 0.4399 -0.6125 1.1251 0.08
C -2.2734 -0.0040 -1.1618 -1.10
C -2.0166 -1.2503 -0.3723 -0.23
C -1.9555 -0.9682 1.1696 -1.12
H -1.5030 0.7535 -1.2366 0.30
H -3.2269 0.4711 -0.9338 0.35
H -2.2712 -0.1294 -2.2595 0.36
H -2.8577 -1.9298 -0.4874 0.31
H -1.0123 -1.6479 -0.5273 0.31
H -1.1680 -0.2593 1.3795 0.26
H -2.9197 -0.6614 1.5684 0.38
H -1.7216 -1.9461 1.5960 0.33
```

Results
largest force on an atom = 0.04433 hartree/bohr


(3)
Molecular formula: C5H13NO
Method: DFT, ωB97M-V/def2-TZVPD

The geometry in XYZ format:
```
20
Properties=species:S:1:pos:R:3:mulliken_charge:R:1
C 1.7310 -1.1658 0.2056 -1.51
C 0.5490 -0.3480 0.7422 0.08
N 0.9768 0.7406 1.6137 -0.59
C -0.3042 0.2443 -0.3919 0.57
C -0.7829 -0.8069 -1.3901 -1.71
C -1.5182 0.9743 0.2034 -0.80
O -2.2417 1.7062 -0.7591 -0.52
H 2.3666 -1.4826 1.0317 0.43
H 2.3290 -0.5642 -0.4777 0.30
H 1.3898 -2.0538 -0.3170 0.37
H -0.0888 -1.0021 1.3490 0.31
H 1.6254 1.3438 1.1169 0.24
H 1.4640 0.3712 2.4227 0.28
H 0.3071 0.9859 -0.9239 0.34
H 0.0288 -1.1632 -2.0184 0.39
H -1.5461 -0.3682 -2.0290 0.45
H -1.2217 -1.6530 -0.8660 0.36
H -2.2253 0.2456 0.6055 0.30
H -1.1822 1.6247 1.0201 0.38
H -1.6563 2.3714 -1.1376 0.35
```

Results
largest force on an atom = 0.01161 hartree/bohr


(4)
Molecular formula: C5H13NO
Method: DFT, ωB97M-V/def2-TZVPD

The geometry in XYZ format:
```
20
Properties=species:S:1:pos:R:3:mulliken_charge:R:1
C 1.6120 -1.7434 -0.6162 -1.24
C 0.5903 -0.7183 -0.5925 -0.25
C 0.7766 0.2006 0.5760 0.02
C -0.0339 1.4209 0.2938 -0.66
C -0.6848 1.5617 -0.8887 0.00
N -1.7119 2.5927 -0.9127 -0.51
H 1.8048 -2.1204 0.5609 0.20
H 2.6146 -1.4968 -1.1746 0.29
H 1.2530 -2.6356 -1.1624 0.36
H 0.8899 -0.1885 -1.5254 0.18
H -0.4983 -1.0457 -0.7372 0.37
H 0.3316 -0.1931 1.5960 0.09
H 1.9427 0.3694 0.7222 0.23
H -0.1838 2.2027 1.0061 0.22
H -0.4378 0.9622 -1.7872 0.26
H -1.8160 3.2580 -0.0993 0.22
H -1.6956 2.9724 -1.8020 0.22
O -1.6926 -1.4375 2.2610 -0.60
H -0.7691 -1.9039 2.0966 0.34
H -2.2914 -2.0573 2.1855 0.26
```

Results
largest force on an atom = 0.16898 hartree/bohr


(5)
Molecular formula: C5H13NO
Method: DFT, ωB97M-V/def2-TZVPD

The geometry in XYZ format:
```
20
Properties=species:S:1:pos:R:3:mulliken_charge:R:1
C -1.3584 -0.8907 1.3822 -0.87
C -0.5785 -1.0109 0.2911 0.40
N -1.1706 -1.0312 -0.9592 -0.37
C 0.9208 -1.0487 0.3688 -1.04
C 1.6566 0.3224 0.2781 -0.27
C 1.3324 1.0211 -1.0191 -1.07
H -1.0332 -0.5070 2.3356 0.31
H -2.4097 -1.1189 1.2843 0.26
H -0.8471 -1.4805 -1.8057 0.20
H -2.1879 -1.0326 -0.9795 0.23
H 1.2181 -1.5783 1.2740 0.36
H 1.3673 -1.6759 -0.4122 0.40
H 1.3978 0.8632 1.1920 0.27
H 2.7345 0.1808 0.3842 0.33
H 1.5637 0.3815 -1.8873 0.30
H 0.2659 1.1300 -1.2030 0.26
H 1.8343 1.9617 -1.2244 0.33
O -1.8347 2.0795 0.1330 -0.67
H -1.7170 1.1635 -0.1987 0.31
H -1.1543 2.2710 0.7658 0.32
```

Results
largest force on an atom = 0.03068 hartree/bohr


(6)
Molecular formula: C5H13NO
Method: DFT, ωB97M-V/def2-TZVPD

The geometry in XYZ format:
```
20
Properties=species:S:1:pos:R:3:mulliken_charge:R:1
C 0.8554 2.0755 -1.9345 -1.08
C -0.2796 1.1702 -1.4867 0.00
C -0.0778 -0.0964 -1.1410 -0.39
C -1.0573 -1.0026 -0.4476 -0.77
C -1.2951 -0.6258 1.0433 -0.34
N -1.2207 -1.7477 1.9569 -0.45
H 1.5249 1.5164 -2.6052 0.32
H 1.4421 2.3520 -1.0642 0.23
H 0.4698 2.9505 -2.4660 0.34
H -1.2610 1.6398 -1.5732 0.36
H 0.9304 -0.4633 -1.2987 0.25
H -2.0286 -1.1207 -0.9626 0.35
H -0.6327 -1.9984 -0.4476 0.33
H -2.2461 -0.1186 1.1773 0.24
H -0.5103 0.0837 1.3064 0.31
H -1.9112 -2.4545 1.8048 0.15
H -0.5285 -1.8588 2.6640 0.14
O 2.4745 -0.1837 1.4491 -0.60
H 2.3626 0.6236 1.9701 0.32
H 2.9891 -0.7410 2.0553 0.29
```

Results
largest force on an atom = 0.01892 hartree/bohr


What are the DFT total energy values for these records? In order: -328.23821 -328.29148 -328.29627 -328.19242 -328.27085 -328.25197 Ha.
What are the LUMO values for these records? In order: 0.9 0.9 1.0 0.9 0.9 0.7 eV.
What are the relative energy (zero: lowest compared OMol25 entry of this formula, charge and spin) values for these records? In order: 211.7 71.9 59.3 331.9 126.0 175.6 kJ/mol.